C7H9ClN2O4 | ωB97M-V with the def2-TZVPD basis set

ΔE to the lowest compared entry with this formula, charge and spin = 0.000 eV
Multiplicity = 3
Kohn-Sham gap (spin up / spin down) = 5.47 / 9.07 eV
Expectation value of S² = 2.01
Net charge = 0
HOMO (spin up / spin down) = -4.953 / -10.113 eV

Cartesian coordinates (Å):
C  0.28874  0.43544  -1.59390
C  0.79523  -1.31175  -0.36491
C  -2.81120  0.50869  0.38014
C  3.46548  0.82074  -0.03552
C  -0.72054  0.17147  -0.71783
C  1.73071  -2.37878  0.21487
C  -3.78221  1.55252  0.40563
N  2.90686  0.47625  1.07448
N  -0.34282  -0.81976  0.15165
O  0.46541  1.13305  -2.54437
O  1.26552  -0.53760  -1.29867
O  -2.82656  -0.55569  0.89515
O  -1.85538  0.87602  -0.54452
Cl  1.63273  1.49241  1.62131
H  4.00722  -0.01137  -0.46859
H  3.35195  1.70416  -0.51064
H  2.66004  -1.94006  0.23377
H  1.32953  -2.62661  1.21051
H  1.60599  -3.30723  -0.33209
H  -4.68691  1.36771  1.02009
H  -4.18072  1.77170  -0.51878
H  -3.26273  2.37384  0.91468
H  -1.03634  -1.19515  0.80754

Cartesian forces, eV/Å:
C 1.8508 -0.7159 -1.7926
C 2.6548 -5.3529 1.2569
C 0.6209 -1.0235 -1.7639
C -0.6482 -3.3945 2.9983
C -2.4953 -0.5662 2.4238
C -4.4072 0.4074 0.1291
C -1.6100 1.3240 3.4859
N 0.4209 -0.1718 -1.3772
N -3.3486 1.7895 2.0634
O -0.2510 1.4187 -0.7100
O 1.4633 2.1892 -2.2195
O -0.0731 -1.1107 1.1494
O 0.7647 0.4071 -0.3049
Cl 0.2215 0.5720 0.1389
H 0.6388 0.3326 -0.0401
H -0.5906 2.7792 -1.6528
H 2.4378 0.3210 0.2088
H 0.5710 0.2613 0.0206
H 0.6206 -0.1289 -0.3940
H 0.8345 -0.5050 -0.0415
H -0.1562 0.8936 -2.2537
H -0.3290 0.4412 -0.6188
H 0.8092 -0.1676 -0.7061

---

C13H19NO8S2 | ωB97M-V with the def2-TZVPD basis set

ΔE to the lowest compared entry with this formula, charge and spin = 0.000 eV
Multiplicity = 1
Kohn-Sham gap = 10.02 eV
Net charge = 0
HOMO = -9.512 eV

Cartesian coordinates (Å):
C  2.11907  -0.86146  -0.39256
C  0.92871  -0.74575  -0.34270
C  -0.48347  -0.41674  -0.23820
C  -0.77861  0.39835  1.03593
N  -0.09473  -0.15170  2.16032
C  -0.63473  -0.91221  2.93120
S  -1.31326  -1.87315  3.94292
O  -2.23641  0.29773  1.16427
S  -2.89468  1.72777  0.98786
O  -2.97818  2.36150  2.25359
O  -4.03745  1.69317  0.15852
O  -1.67484  2.31750  0.11699
C  -0.47891  1.88694  0.76373
O  -0.11535  2.58691  1.88668
C  -0.30677  3.99729  1.79593
C  0.54537  4.68223  2.83808
C  0.11103  4.38285  4.26740
O  1.91824  4.33503  2.72784
H  3.16643  -1.02298  -0.44779
H  -0.78850  0.13722  -1.12385
H  -1.08202  -1.32423  -0.20669
H  0.34969  1.91637  0.05127
H  -0.01468  4.35420  0.80236
H  -1.35788  4.22952  1.95881
H  0.42444  5.75614  2.65953
H  0.80966  3.67358  4.70394
H  -0.88496  3.95260  4.32424
H  0.15845  5.27945  4.87865
H  2.27752  4.70370  1.91241
O  -1.35179  -2.98929  -1.86156
C  -0.57992  -3.61833  -2.53566
O  0.70643  -3.67078  -2.15259
C  1.68109  -4.50498  -2.78410
C  2.28716  -3.84558  -4.00506
C  -1.01014  -4.27923  -3.82413
H  1.26033  -5.48588  -3.00944
H  2.44579  -4.65709  -2.02441
H  1.53956  -3.66329  -4.77727
H  3.06938  -4.47655  -4.42749
H  2.72072  -2.88341  -3.73288
H  -1.00386  -3.52917  -4.61418
H  -2.02716  -4.63937  -3.69427
H  -0.39074  -5.11886  -4.12768

Cartesian forces, eV/Å:
C 0.0091 -0.1712 -0.0766
C 0.2316 0.3950 -0.0542
C 0.1862 -0.3478 0.2402
C -0.0077 -0.5223 -0.6516
N -0.6801 0.1225 0.0457
C 0.1150 0.1279 0.0621
S 0.0661 -0.1265 0.1549
O 0.1009 0.2336 0.1875
S -0.3673 0.2696 -0.0604
O 0.1501 0.1520 0.1240
O 0.0963 -0.3780 -0.2380
O -0.1609 0.3766 0.4804
C 1.1113 -0.3033 0.0506
O -0.5986 -0.1198 0.2619
C 0.3252 -0.1470 -0.1994
C -0.1144 0.1705 0.2739
C 0.2853 -0.1446 0.1073
O 0.1223 0.0860 -0.1304
H 0.0715 0.0006 0.0240
H -0.1935 0.1273 0.0118
H -0.0323 -0.0879 0.0058
H -0.2915 0.2719 -0.4337
H -0.0012 -0.0616 -0.1213
H -0.0782 0.1111 -0.0252
H -0.0458 0.0659 -0.0790
H -0.0062 -0.1726 -0.0289
H -0.1165 0.0563 -0.0501
H -0.0822 0.0858 0.0555
H -0.0610 -0.0436 0.0724
O -0.0110 -0.0113 -0.0095
C -0.0432 0.0970 -0.1397
O 0.0034 -0.0683 0.1782
C 0.1166 -0.0441 -0.1270
C -0.0879 0.0957 -0.0199
C 0.0009 -0.2906 0.1204
H -0.0335 0.0203 -0.0244
H -0.0370 0.0378 0.0519
H 0.0004 -0.0581 -0.0168
H 0.0098 -0.0067 0.0131
H 0.0336 -0.0178 0.0201
H 0.0036 0.0149 -0.0057
H -0.0501 0.1315 -0.0019
H 0.0610 0.0731 -0.0479

---

C32H21Cl2FNO8S | ωB97M-V with the def2-TZVPD basis set

ΔE to the lowest compared entry with this formula, charge and spin = 0.000 eV
Multiplicity = 1
Kohn-Sham gap = 5.74 eV
Net charge = -1
HOMO = -5.581 eV

Cartesian coordinates (Å):
C  -1.33564  -4.50184  5.27923
C  -2.44109  -3.49750  5.00761
Cl  -2.67220  -3.45495  3.22455
C  -3.75975  -3.95803  5.74288
Cl  -4.34626  -2.51607  6.62550
N  -4.71486  -4.55055  4.79809
C  -4.51268  -6.09983  4.88458
O  -4.21142  -6.61960  3.82787
O  -4.63250  -6.57371  6.02820
S  -6.31894  -4.24244  5.04334
O  -7.05515  -5.25999  4.38011
O  -6.63293  -2.90335  4.68385
F  -6.59432  -4.42950  6.56345
H  -0.36052  -4.10714  5.01640
H  -1.53740  -5.38384  4.67728
H  -1.33359  -4.80041  6.32502
H  -2.18065  -2.48590  5.27708
H  -3.45318  -4.71526  6.45163
C  -1.88776  -3.45324  -1.41611
C  -1.71086  -3.15966  -2.76352
C  -0.56391  -2.51284  -3.18948
C  0.40802  -2.14650  -2.26726
C  0.21990  -2.42191  -0.90831
C  -0.92638  -3.08516  -0.49001
C  1.22933  -1.99467  0.10327
O  1.07884  -2.23292  1.28000
C  2.43423  -1.25211  -0.37580
C  3.35900  -0.79161  0.55112
C  4.48536  -0.11081  0.12368
C  4.69895  0.10613  -1.23365
C  3.77896  -0.34696  -2.16203
C  2.64018  -1.01955  -1.73655
C  1.64162  -1.46831  -2.74461
O  1.82868  -1.27447  -3.93116
H  -2.78066  -3.96629  -1.08497
H  -2.47002  -3.43915  -3.48189
H  -0.41882  -2.28837  -4.23720
H  -1.07272  -3.31340  0.55690
H  3.18951  -0.96461  1.60453
H  5.20143  0.25267  0.84860
H  5.58338  0.63393  -1.56512
H  3.93586  -0.17707  -3.21813
C  0.41897  1.66670  -3.90861
C  0.09050  2.47879  -4.98857
C  0.33237  3.84085  -4.93371
C  0.89569  4.39974  -3.79379
C  1.20637  3.58594  -2.70068
C  0.97427  2.21927  -2.76743
C  1.77097  4.16536  -1.45012
O  2.04880  3.46175  -0.50291
C  1.98043  5.64138  -1.39206
C  2.45390  6.21236  -0.21826
C  2.66586  7.57802  -0.15077
C  2.41367  8.37966  -1.25932
C  1.93729  7.81649  -2.43006
C  1.71068  6.44812  -2.49891
C  1.16613  5.86328  -3.75875
O  0.94704  6.56489  -4.72441
H  0.23779  0.60280  -3.95658
H  -0.35298  2.04559  -5.87510
H  0.08368  4.47584  -5.77236
H  1.22726  1.59296  -1.92239
H  2.65095  5.58414  0.63905
H  3.02990  8.02163  0.76640
H  2.58616  9.44646  -1.20629
H  1.73528  8.43478  -3.29333

Cartesian forces, eV/Å:
C -0.0718 0.0009 -0.0007
C -0.3512 -0.8532 -0.4060
Cl 0.0850 0.4045 -0.0758
C 0.7120 0.8460 -1.2484
Cl 0.0284 0.0086 0.3162
N -1.0143 0.4356 1.7445
C 0.3361 -2.0859 0.5380
O 0.0526 0.4345 -0.5142
O 0.0096 0.8394 -0.3494
S 0.1935 -0.2972 -2.3233
O 0.0315 -0.3709 0.3344
O 0.1533 0.4285 0.7636
F 0.0084 0.1611 0.3850
H 0.1258 0.0679 -0.1035
H 0.0527 -0.2031 0.0316
H 0.0729 0.0627 0.1705
H 0.0092 0.1094 0.2140
H -0.4366 0.0150 0.4460
C -0.0188 0.0038 -0.0691
C -0.0041 -0.0086 0.0542
C -0.1104 -0.0388 -0.0662
C 0.0628 0.0481 0.1811
C 0.0630 0.0594 -0.1173
C -0.1110 -0.0744 0.0732
C -0.0518 -0.0412 0.1335
O 0.0245 -0.0123 0.0179
C -0.0707 0.0012 -0.1249
C 0.1260 0.0689 0.0851
C 0.0037 -0.0020 -0.0652
C -0.0108 -0.0057 0.0541
C 0.1229 0.0917 -0.0120
C -0.0763 -0.0673 0.0967
C 0.0372 -0.0538 -0.2341
O 0.0094 0.0119 0.0171
H -0.0036 -0.0027 0.0227
H -0.0080 -0.0114 -0.0053
H 0.1043 0.0184 0.0034
H 0.1021 0.0800 0.0790
H -0.0942 -0.0642 -0.0092
H 0.0061 0.0073 0.0082
H 0.0063 0.0120 -0.0006
H -0.0972 -0.0347 -0.0355
C -0.0770 0.0321 -0.0364
C 0.0341 0.0155 0.0653
C -0.0407 -0.0976 -0.1019
C 0.0431 0.0163 0.1322
C 0.0073 0.1440 -0.0451
C -0.0390 -0.1568 -0.0253
C 0.0298 -0.1185 0.1128
O 0.0252 0.0001 0.0085
C -0.0565 0.0075 -0.1176
C 0.0568 0.0904 0.1132
C -0.0034 0.0341 -0.0514
C 0.0109 -0.0351 0.0395
C 0.0294 0.1438 0.0507
C -0.0012 -0.1312 0.0335
C -0.0430 0.0638 -0.1398
O 0.0011 0.0187 0.0005
H 0.0034 -0.0136 -0.0427
H 0.0010 -0.0123 -0.0090
H 0.0449 0.0916 0.0351
H 0.0234 0.0770 0.0680
H -0.0189 -0.0997 -0.0483
H 0.0058 0.0051 0.0089
H 0.0000 0.0114 0.0036
H -0.0453 -0.0758 -0.0638

---

C28H33N4O3 | ωB97M-V with the def2-TZVPD basis set

Multiplicity = 1
Kohn-Sham gap = 5.95 eV
Net charge = +1
HOMO = -10.913 eV

Cartesian coordinates (Å):
C  -2.72076  -5.18677  3.39425
C  -1.97173  -3.93881  2.93876
N  -2.75850  -3.12140  2.01765
C  -2.08359  -2.05704  1.41797
C  -2.61347  -0.74782  1.41231
C  -1.90530  0.28911  0.82962
C  -0.71398  0.03938  0.08925
C  -0.07579  1.08356  -0.63310
C  0.63459  0.84354  -1.85923
C  0.22423  -0.15570  -2.79374
C  0.78217  -0.23814  -4.06014
C  1.90762  0.54544  -4.38558
N  2.55145  0.44247  -5.62597
C  3.97049  0.08900  -5.56702
C  4.64076  0.23456  -6.92951
O  3.86868  -0.33931  -7.98574
C  2.53860  0.18670  -8.03640
C  1.78745  -0.11117  -6.74336
C  2.38854  1.48141  -3.43916
C  1.73433  1.66754  -2.23526
C  -0.19522  -1.29129  0.09038
C  -0.85155  -2.30336  0.76283
C  -4.18680  -2.96292  2.28068
C  -4.79076  -4.31621  2.63744
O  -4.08344  -4.91861  3.72464
H  -2.64368  -5.95557  2.60036
H  -2.28008  -5.55630  4.33111
H  -1.70136  -3.35591  3.84366
H  -1.05014  -4.24561  2.43532
H  -3.56495  -0.54842  1.90973
H  -2.28795  1.31180  0.88389
H  -0.41526  2.10706  -0.45139
H  -0.57964  -0.84586  -2.53533
H  0.38650  -0.94456  -4.79270
H  4.46270  0.74798  -4.84390
H  4.09527  -0.96402  -5.23523
H  4.83968  1.30888  -7.11280
H  5.57930  -0.33828  -6.94078
H  2.53150  1.28335  -8.20449
H  2.06933  -0.33775  -8.88162
H  1.65425  -1.20552  -6.63605
H  0.80343  0.37441  -6.77491
H  3.25465  2.09002  -3.70378
H  2.08000  2.43690  -1.54498
H  0.73789  -1.50822  -0.43331
H  -0.45197  -3.31909  0.75196
H  -4.36535  -2.25192  3.10999
H  -4.67285  -2.58150  1.37307
H  -5.81487  -4.19133  3.01608
H  -4.78432  -4.95661  1.73272
C  -1.09441  3.77381  6.95868
C  0.06410  4.51636  6.67810
C  0.80796  4.24139  5.52728
C  0.38985  3.24261  4.63298
C  1.23214  2.98575  3.42372
N  0.61422  2.44028  2.32160
N  1.45184  1.93851  1.30660
O  2.42918  3.28051  3.39433
C  -0.74444  2.47531  4.93388
C  -1.49453  2.75302  6.08582
H  -1.67697  3.98725  7.85785
H  0.38941  5.30909  7.35490
H  1.71592  4.80695  5.31038
H  -0.29894  2.01734  2.38449
H  1.26875  2.46401  0.45342
H  2.40820  2.18301  1.60098
H  -1.03219  1.65109  4.27726
H  -2.39019  2.16566  6.29953

Cartesian forces, eV/Å:
C -0.3318 -0.1589 -0.0792
C 0.0894 -0.1126 0.6350
N 0.4413 1.1021 -0.7763
C -0.4553 -0.8951 0.1163
C -0.0503 0.5600 -0.0823
C -0.0568 -0.2809 -0.0487
C 0.1593 0.3028 -0.0077
C -1.5314 -1.4218 -0.8112
C 0.7168 -0.0129 -0.2913
C -0.0106 0.1237 0.2406
C 0.0526 0.0704 0.2112
C 0.2280 0.0014 -0.5325
N -0.7170 0.2755 0.7707
C 0.2013 -0.4673 -0.1446
C -0.0459 0.0789 -0.2841
O -0.3359 0.5327 0.5100
C 0.2480 -0.2402 -0.0769
C 0.2836 -0.3784 0.0230
C -0.0623 0.0339 0.4530
C -0.1446 -0.0769 -0.4386
C -0.3167 -0.3604 0.1772
C 0.5030 0.3536 -0.2398
C -0.0601 0.1061 0.5319
C 0.1177 -0.1405 0.3485
O 0.3035 0.2054 -0.7040
H -0.2350 0.1371 0.3440
H 0.0219 -0.0111 -0.4832
H -0.1004 -0.0244 -0.4298
H -0.1396 0.0276 0.2720
H 0.4092 -0.0052 -0.1700
H 0.0297 -0.2958 -0.0316
H 0.3793 -0.1682 0.2548
H 0.0806 0.3447 -0.0536
H 0.1224 0.2013 0.3839
H 0.0259 -0.2566 -0.1665
H -0.1789 0.3792 0.0059
H -0.0697 -0.3898 -0.1779
H -0.2022 0.4263 0.1042
H 0.1774 -0.4407 -0.0498
H 0.0241 0.3636 0.2841
H 0.0230 0.2729 -0.1064
H 0.2011 -0.1476 0.0504
H -0.3254 -0.1182 0.1605
H -0.0224 -0.1131 -0.2388
H -0.2859 0.1147 0.1858
H -0.0732 0.4237 -0.0404
H 0.0127 -0.2237 -0.1862
H 0.1371 -0.0296 0.2142
H 0.2736 -0.0152 -0.3772
H -0.0075 0.0388 0.4500
C 0.2270 -0.0437 -0.3522
C -0.1574 -0.3255 -0.2174
C -0.2201 0.0277 0.0486
C -0.1699 -0.1331 0.4105
C 0.7877 0.4489 0.1143
N 0.1927 0.2907 0.2798
N 0.3994 0.0797 -0.2812
O -1.1147 -0.4098 -0.2268
C -0.0305 0.4208 0.2053
C 0.2315 0.0676 -0.1061
H 0.1878 -0.0840 -0.3212
H -0.1182 -0.2854 -0.2088
H -0.2930 -0.2208 0.0020
H 0.2160 -0.1073 0.1806
H 0.4017 0.3775 0.5165
H -0.3303 -0.1683 0.0155
H -0.0321 0.1965 0.2581
H 0.3185 0.1774 -0.0160

---

C11H18 | ωB97M-V with the def2-TZVPD basis set

ΔE to the lowest compared entry with this formula, charge and spin = 0.686 eV
Multiplicity = 1
Kohn-Sham gap = 10.00 eV
Net charge = 0
HOMO = -8.998 eV

Cartesian coordinates (Å):
C  -0.93272  -2.00692  1.96664
C  1.95243  0.48700  2.02713
C  0.69383  -0.08557  2.19703
C  2.80251  -0.09760  1.10245
C  0.31932  -1.26990  1.58226
C  2.30173  -1.08027  0.26429
C  1.10983  -1.73458  0.52038
H  2.12451  1.39995  2.57717
H  0.06142  0.26593  3.00781
H  3.82385  0.25453  1.04053
H  2.92483  -1.38575  -0.56704
H  -0.65306  -2.82602  2.62447
H  -1.37098  -2.56423  1.14045
H  0.73709  -2.53344  -0.10678
H  -1.57231  -1.35375  2.55629
C  -1.22948  1.05730  -1.20541
C  -1.78984  1.98067  -2.29342
C  -1.38313  -0.37465  -1.67517
C  0.21360  1.46483  -0.90941
H  -1.90804  1.23784  -0.38083
H  -1.68081  3.06043  -2.13784
H  -0.72741  -0.59274  -2.52199
H  -1.04949  -1.08190  -0.91444
H  -2.44003  -0.58526  -1.84486
H  0.47294  2.48967  -1.17536
H  0.44010  1.38776  0.15373
H  -2.87730  1.85968  -2.33510
H  -1.25904  1.80133  -3.22514
H  0.89563  0.82566  -1.46783

Cartesian forces, eV/Å:
C 0.7867 -0.2957 0.4660
C -0.8949 -0.4511 -0.2243
C 0.0401 -0.5880 1.1729
C -0.0709 0.9116 0.3132
C -0.0886 -0.1409 -0.9911
C 0.7602 -0.8181 -0.1597
C -0.2745 0.8640 0.4450
H 0.6381 -0.0790 0.0859
H -0.0889 0.2860 -0.2055
H -0.0419 0.0803 -0.4388
H 0.0007 -0.2119 0.0028
H 0.1750 -0.0708 0.4378
H -0.4874 0.6374 -0.2114
H 0.2040 -0.1039 -0.0310
H -0.5037 -0.1522 -0.4115
C -0.0888 1.3766 -0.8963
C -0.3119 0.4407 -0.0034
C 0.2764 -0.4060 0.7636
C 0.1366 -0.2105 0.4808
H 0.2170 -0.1853 0.7380
H 0.3401 -0.1689 0.5564
H -0.4129 0.1749 -0.3295
H -0.0660 0.0806 0.2102
H 0.1269 -0.1202 -0.4667
H -0.3701 0.1108 -0.1710
H 0.1114 -0.2734 -0.1346
H 0.1329 -0.3461 -0.6602
H -0.3873 -0.2558 -0.4092
H 0.1418 -0.0849 0.0718

---

CN4S | ωB97M-V with the def2-TZVPD basis set

ΔE to the lowest compared entry with this formula, charge and spin = 1.140 eV
Multiplicity = 1
Kohn-Sham gap = 5.54 eV
Net charge = -2
HOMO = 0.976 eV

Cartesian coordinates (Å):
C  -0.80105  0.04783  0.00199
N  -0.13451  -1.08902  -0.03702
N  1.14166  -0.66698  0.01815
N  -0.03605  1.12387  -0.02482
N  1.24640  0.60523  -0.00827
S  -2.93344  0.01619  0.02307

Cartesian forces, eV/Å:
C -4.4230 0.3098 -0.4904
N 0.6107 0.0011 0.6586
N 1.3090 -1.9007 -0.5116
N 0.6203 0.3989 0.2239
N -1.4576 0.9679 0.1686
S 3.3407 0.2230 -0.0490